Arrangement a

Computed, not measured: 2 unconnected molecules or ions with the total composition C3H3N3O, with wB97M-V/def2-TZVPD.

## Properties
Gap between HOMO and LUMO: 9.426 eV
HOMO: -0.377 Ha
Lowest unoccupied orbital energy: -0.0309 hartree

Geometry as XYZ:
```
10
Properties=species:S:1:pos:R:3:nbo_charge:R:1
C -0.0162 0.6613 -0.5071 0.6770
C -0.2957 -1.4215 -0.2583 0.3248
C 0.1454 -0.2084 1.4667 0.3049
H 0.8346 1.7636 -2.2996 0.5210
H -1.0030 -2.3115 -0.7381 0.1648
H 0.6379 -0.1814 2.5828 0.1807
N -0.1163 -0.5570 -1.1558 -0.5319
N -0.1219 -1.4300 1.0674 -0.5321
N 0.0618 0.9655 0.8243 -0.5000
O 0.2205 1.7114 -1.1131 -0.6091
```

---

Arrangement b

Computed, not measured: C3H3N3O in the gas phase, with wB97M-V/def2-TZVPD.

## Properties
Structure (SMILES): O=c1cc[nH]nn1
Gap between HOMO and LUMO: 8.945 eV
HOMO: -0.352 Ha
Lowest unoccupied orbital energy: -0.0237 hartree

Geometry as XYZ:
```
10
Properties=species:S:1:pos:R:3:nbo_charge:R:1
O -2.2574 0.0568 -0.2966 -0.5224
C -1.0391 -0.0039 -0.0133 0.5316
C -0.2760 1.0869 0.2591 -0.3177
C 1.1515 1.2164 0.0968 0.0346
N 1.6176 -0.1129 -0.3565 -0.4087
N 0.9013 -1.2553 0.0038 0.0340
N -0.3007 -1.1981 0.3743 -0.2053
H -0.7613 2.0470 0.4283 0.2366
H 1.7434 2.0150 -0.1435 0.2245
H 2.5320 -0.3480 -0.1188 0.3929
```

---

Arrangement c

Computed, not measured: 2 unconnected molecules or ions with the total composition C3H3N3O, with wB97M-V/def2-TZVPD.

## Properties
Gap between HOMO and LUMO: 9.432 eV
HOMO: -0.398 Ha
Lowest unoccupied orbital energy: -0.0517 hartree

Geometry as XYZ:
```
10
Properties=species:S:1:pos:R:3:nbo_charge:R:1
C -1.3297 -1.1466 2.0499 -0.1442
C 0.0405 0.1683 -0.6735 0.5543
C 1.1077 1.2507 -0.5317 0.1407
H -2.1236 -1.8368 2.4481 0.2074
H -1.1080 -0.4930 2.8690 0.2008
H -0.1033 0.5330 1.4703 0.3101
N -0.8365 -1.4535 0.7873 -0.1598
N 0.1425 -0.5509 0.4191 -0.3616
N 1.9613 1.9982 -0.8499 -0.2469
O -0.5559 0.0258 -1.7939 -0.5008
```

---

Arrangement d

Computed, not measured: 2 unconnected molecules or ions with the total composition C3H3N3O, with wB97M-V/def2-TZVPD.

## Properties
Structure (SMILES): N=C=CC=O.N#N
Gap between HOMO and LUMO: 10.160 eV
HOMO: -0.355 Ha
Lowest unoccupied orbital energy: 0.0179 hartree

Geometry as XYZ:
```
10
Properties=species:S:1:pos:R:3:nbo_charge:R:1
N 2.1451 -0.3996 0.7167 -0.5962
C 1.0618 -0.6679 0.2445 0.5389
C -0.1398 -1.0481 -0.1694 -0.5805
C -1.3326 -0.4924 0.4760 0.4024
O -1.3180 0.3672 1.3342 -0.5459
H 2.6560 0.4078 0.3696 0.4035
H -0.2241 -1.7556 -0.9899 0.2573
H -2.2885 -0.9206 0.1176 0.1206
N 0.2396 2.0879 -1.1258 -0.0223
N -0.7996 2.4212 -0.9734 0.0224
```

---

Most stable: arrangement d

---

Arrangement a

Computed, not measured: 2 unconnected molecules or ions with the total composition C4H14N2O, with wB97M-V/def2-TZVPD.

## Properties
Structure (SMILES): NCCN.CCO
Gap between HOMO and LUMO: 10.234 eV
HOMO: -0.345 Ha
Lowest unoccupied orbital energy: 0.0314 hartree

Geometry as XYZ:
```
21
Properties=species:S:1:pos:R:3:nbo_charge:R:1
N 0.0388 -1.1988 0.5662 -0.8423
C 0.6751 -0.7851 -0.6800 -0.2272
C 0.4848 -1.7264 -1.8646 -0.2281
N 1.2467 -1.2145 -3.0083 -0.8263
H -0.9210 -1.4865 0.4171 0.3639
H 0.5285 -1.9599 1.0185 0.3725
H 0.2756 0.1983 -0.9443 0.1829
H 1.7398 -0.6257 -0.5187 0.2090
H 0.9151 -2.6971 -1.6038 0.1837
H -0.5885 -1.8468 -2.0542 0.1574
H 1.1704 -1.8716 -3.7763 0.3567
H 0.8199 -0.3610 -3.3531 0.3494
C -1.5151 2.1072 0.7791 -0.6394
C -0.9576 1.7964 2.1579 -0.0589
O 0.2412 1.0511 2.1255 -0.7640
H -2.2269 2.9330 0.8054 0.2109
H -1.9979 1.2438 0.3166 0.1903
H -0.7069 2.4228 0.1129 0.2078
H -0.7366 2.7208 2.6886 0.1694
H -1.7189 1.2655 2.7454 0.1440
H 0.0904 0.2442 1.5646 0.4880
```

---

Arrangement b

Computed, not measured: 2 unconnected molecules or ions with the total composition C4H14N2O, with wB97M-V/def2-TZVPD.

## Properties
Structure (SMILES): CNCCNC.O
Gap between HOMO and LUMO: 9.426 eV
HOMO: -0.319 Ha
Lowest unoccupied orbital energy: 0.0273 hartree

Geometry as XYZ:
```
21
Properties=species:S:1:pos:R:3:nbo_charge:R:1
C 0.4844 -0.3439 -3.1400 -0.4299
N -0.5111 -0.9538 -2.1836 -0.5976
C -1.1274 0.0779 -1.2977 -0.2416
C -0.3681 0.1213 0.0331 -0.2320
N -0.7420 -1.0340 0.8621 -0.5947
C -0.0976 -0.7945 2.1742 -0.4307
H 1.4153 -0.3476 -2.5858 0.2016
H 0.5690 -1.1168 -3.9268 0.1985
H 0.0667 0.5796 -3.5153 0.1744
H -1.2835 -1.2646 -2.7740 0.3386
H -2.1198 -0.2891 -1.0812 0.1925
H -1.3663 1.0547 -1.8327 0.1698
H -0.6535 0.9964 0.6949 0.1544
H 0.7087 0.2037 0.0123 0.2017
H -1.7754 -0.9665 1.1433 0.3367
H -0.5683 -1.2749 3.0206 0.1971
H -0.0211 0.2857 2.4383 0.1668
H 0.9596 -1.0983 2.1602 0.1929
O 1.9824 2.1881 2.8627 -0.9216
H 1.3634 2.8543 2.5284 0.4610
H 2.1578 2.6553 3.6921 0.4621
```

---

Arrangement c

Computed, not measured: 2 unconnected molecules or ions with the total composition C4H14N2O, with wB97M-V/def2-TZVPD.

## Properties
Structure (SMILES): CC(C)NCN.O
Gap between HOMO and LUMO: 9.258 eV
HOMO: -0.307 Ha
Lowest unoccupied orbital energy: 0.0328 hartree

Geometry as XYZ:
```
21
Properties=species:S:1:pos:R:3:nbo_charge:R:1
C 1.6699 -0.7942 -1.4748 -0.6135
C 0.4411 -0.6503 -0.6124 -0.0127
C 0.6595 0.2336 0.5990 -0.6296
N -0.7356 -0.1584 -1.4344 -0.6957
C -1.9765 0.6339 -1.0716 -0.0433
N -3.1231 0.6771 -1.9905 -0.8126
H 2.1694 -1.6642 -1.1033 0.2177
H 2.3138 0.0918 -1.2993 0.2026
H 1.4303 -0.8042 -2.5265 0.2123
H 0.1910 -1.6884 -0.2418 0.1653
H 1.6053 -0.0135 1.1333 0.2235
H -0.2915 0.1449 1.1435 0.2097
H 0.5729 1.2567 0.2526 0.2089
H -0.4909 0.1316 -2.3923 0.3542
H -1.8572 1.6736 -0.8750 0.1551
H -2.4127 0.2113 -0.0878 0.1571
H -2.8099 0.3395 -2.9626 0.3484
H -3.5573 -0.1111 -1.5875 0.3522
O 2.1372 0.0203 5.1303 -0.9266
H 1.3108 0.2022 5.5776 0.4636
H 2.7536 0.2677 5.8237 0.4634
```

---

Most stable: arrangement a